1.
Entry from OMol25: the ion C2ClO3P with charge -2 at a distorted geometry (ωB97M-V/def2-TZVPD).

Cartesian coordinates (Å):
C  -0.11838  -0.32300  -0.36189
C  0.22502  -0.99744  -1.81644
O  0.49423  -0.16758  2.45004
O  -1.06352  0.50326  0.15546
O  1.24274  1.79131  1.10569
P  0.63631  0.37921  1.11089
Cl  -1.41640  -1.18575  -2.64374

Results
**Relative energy (zero: lowest compared OMol25 entry of this formula, charge and spin)**: 220.31 kJ/mol
**Orbital gap (alpha / beta)**: 0.1777 / 0.1777 Ha
**2S+1**: 1
**LUMO (alpha / beta)**: 6.34 / 6.34 eV
**Net charge**: -2

2.
Entry from OMol25: a structure of composition C20H25AlCl2P at a distorted geometry (ωB97M-V/def2-TZVPD).

Cartesian coordinates (Å):
Al  1.49688  1.31137  -0.04627
Cl  0.83193  2.96472  -1.19952
Cl  1.96736  1.86423  1.98839
C  2.90676  0.18067  -0.65355
H  3.10749  -0.59144  -1.40049
H  3.68617  0.24679  0.12021
C  -0.30978  -0.08355  -2.61729
C  0.90764  -0.66421  -2.66006
H  -1.02542  -0.37164  -1.83930
C  1.94442  -0.30169  -3.67853
H  1.21572  -1.32944  -1.86059
C  1.73494  1.13522  -4.18317
H  2.94802  -0.43823  -3.26804
H  1.86341  -0.97239  -4.55127
C  0.28687  1.32876  -4.62921
H  1.96081  1.82317  -3.36086
H  2.41699  1.34842  -5.01536
C  -0.73784  1.02860  -3.51637
H  0.13176  2.34576  -5.00924
H  0.09792  0.64847  -5.46762
H  -0.87458  1.93030  -2.89442
H  -1.72393  0.82792  -3.96330
C  -2.71622  -0.78077  0.67173
P  -0.95807  -0.24326  0.77939
C  -1.26221  1.01157  2.09866
C  -1.67993  2.27369  1.63414
C  -1.97466  3.28939  2.53604
C  -1.84004  3.05608  3.90867
C  -1.42123  1.80327  4.36845
C  -1.14621  0.76958  3.47213
C  -0.21923  -1.77370  1.48810
C  0.97738  -1.73045  2.23448
C  1.55700  -2.91832  2.68630
C  0.98162  -4.15148  2.37688
C  -0.15671  -4.20560  1.57129
C  -0.73387  -3.02866  1.09727
H  -3.34240  0.09045  0.43503
H  -3.00964  -1.15675  1.66550
H  -2.84644  -1.57150  -0.07945
H  -1.74144  2.46080  0.56042
H  -2.29752  4.26689  2.16438
H  -2.05719  3.85749  4.61714
H  -1.30054  1.63180  5.44059
H  -0.83559  -0.21227  3.83383
H  1.46170  -0.77100  2.43371
H  2.47731  -2.87473  3.27050
H  1.43740  -5.07372  2.72663
H  -0.59298  -5.16345  1.28236
H  -1.59382  -3.08715  0.43167

Results
**Relative energy (zero: lowest compared OMol25 entry of this formula, charge and spin)**: 0.00 kJ/mol
**Orbital gap (alpha / beta)**: 0.1773 / 0.1774 Ha
**2S+1**: 1
**LUMO (alpha / beta)**: 2.84 / 2.84 eV
**Net charge**: -1

3.
Entry from OMol25: a structure of composition C24H16BrMnN2O2 at a distorted geometry (ωB97M-V/def2-TZVPD).

Cartesian coordinates (Å):
Mn  -1.16317  0.45795  -0.65693
O  -1.28427  2.25625  -0.53083
C  -1.33817  3.08935  0.47097
C  -1.07837  4.45065  0.24817
C  -1.06437  5.34855  1.29127
C  -1.34907  4.92705  2.58507
C  -1.63687  3.60225  2.83097
C  -1.61977  2.64795  1.80517
C  -1.80727  1.26735  2.11327
N  -1.81157  0.31755  1.20997
N  -1.87307  -0.96515  1.65647
C  -1.57757  -1.80065  0.69567
O  -1.29367  -1.33435  -0.48563
C  -1.52357  -3.24975  0.89527
C  -1.22097  -3.81965  2.12877
C  -1.08177  -5.19135  2.23077
C  -1.25847  -6.00095  1.11877
C  -1.59137  -5.43735  -0.10233
C  -1.71237  -4.06765  -0.21693
H  -0.88457  4.76485  -0.76693
H  -0.84647  6.38665  1.09477
H  -1.35707  5.64075  3.39177
H  -1.88307  3.27735  3.83107
H  -1.86547  0.96345  3.15657
H  -1.08417  -3.17945  2.98547
H  -0.84577  -5.63205  3.18777
H  -1.13827  -7.07055  1.20577
H  -1.77047  -6.06025  -0.96623
H  -1.96127  -3.61105  -1.16363
Br  -1.04057  0.43745  -3.22193
C  0.93003  0.48125  -3.22123
C  1.58433  0.45655  -4.41853
C  2.98783  0.45065  -4.42523
C  3.68003  0.45945  -3.24783
C  3.01263  0.47965  -2.00713
C  3.72063  0.46185  -0.78893
C  3.05333  0.47265  0.40327
C  1.64943  0.52305  0.42857
C  0.90233  0.53415  -0.73073
C  1.58723  0.50055  -1.97313
H  1.03153  0.43645  -5.34383
H  3.50893  0.43595  -5.36963
H  4.75983  0.45085  -3.23973
H  4.80023  0.43955  -0.82383
H  3.59573  0.44305  1.33777
H  1.15893  0.55895  1.39777

Results
**Relative energy (zero: lowest compared OMol25 entry of this formula, charge and spin)**: 0.00 kJ/mol
**Orbital gap (alpha / beta)**: 0.2731 / 0.2764 Ha
**2S+1**: 5
**LUMO (alpha / beta)**: -0.15 / -0.56 eV
**Net charge**: 0

4.
Entry from OMol25: a structure of composition C22H19N2O3PSn at a distorted geometry (ωB97M-V/def2-TZVPD).

Cartesian coordinates (Å):
Sn  -0.56949  0.58473  0.59776
O  0.76097  2.22357  -0.36175
C  1.85781  1.59205  -0.25938
O  2.19398  0.94633  0.73300
C  2.61264  1.49451  -1.53910
C  3.85437  2.03304  -1.81765
C  4.38025  1.89165  -3.09121
C  3.67227  1.21371  -4.07077
C  2.43718  0.65716  -3.78704
C  1.89605  0.80110  -2.51480
P  0.24707  0.12807  -2.08080
C  -0.81909  1.15178  -3.13189
C  -0.46949  2.45095  -3.48143
C  -1.33602  3.21430  -4.24420
C  -2.55342  2.69182  -4.64606
C  -2.92730  1.41663  -4.25306
C  -2.06824  0.65123  -3.48968
C  0.39452  -1.46017  -2.98916
C  1.01779  -2.47561  -2.26999
C  1.30239  -3.69046  -2.86298
C  0.96854  -3.89879  -4.19120
C  0.33041  -2.90058  -4.90897
C  0.03953  -1.68328  -4.31530
H  4.39514  2.57343  -1.05490
H  5.34152  2.32636  -3.31944
H  4.08799  1.11664  -5.06328
H  1.89486  0.12871  -4.55986
H  0.47102  2.86733  -3.15065
H  -1.06300  4.22146  -4.52686
H  -3.21959  3.28191  -5.25700
H  -3.89277  1.02456  -4.53837
H  -2.35741  -0.33932  -3.16210
H  1.27782  -2.29282  -1.23616
H  1.79549  -4.47021  -2.29963
H  1.21558  -4.83495  -4.66951
H  0.06997  -3.06698  -5.94475
H  -0.45606  -0.91164  -4.88927
C  1.46692  -1.80525  2.70323
C  0.53773  -2.57336  1.81190
N  0.30427  -3.85107  2.16393
O  -0.00234  -2.08643  0.82983
H  2.18334  -2.45985  3.19153
H  0.86456  -1.30473  3.46370
H  1.97834  -1.04022  2.11895
H  0.68429  -4.25227  3.00307
H  -0.34530  -4.39769  1.62192
N  -3.39685  1.96479  -0.71983
C  -2.39005  1.49446  -0.40436

Results
**Orbital gap**: 0.3162 Ha
**2S+1**: 1
**LUMO**: 0.25 eV
**Net charge**: 0

| no. | DFT total energy (hartree) |
| --- | --- |
| 1 | -1103.3702 |
| 2 | -2281.3788 |
| 3 | -4909.1832 |
| 4 | -1740.6781 |